No. 1
56
Properties=species:S:1:pos:R:3 method="wB97M-V/def2-TZVPD" relative_energy_kcal_mol=0.0 e_homo_ha=-0.3502 e_tot_ha=-1113.9573 max_force_ev_per_a=1.2 smiles="NC(N)=O.CC(C)O.CO.CO.CO.CO.CO.CO"
C 4.357 1.687 1.856
H -2.721 -0.743 2.243
H -1.647 0.829 5.234
H -3.324 3.071 -2.319
H 1.819 2.546 -2.980
O 0.998 4.397 -2.844
H -2.400 -1.499 3.853
O 3.459 0.717 2.371
C -2.358 3.570 -2.340
H -0.256 -4.011 -0.534
H -0.696 3.277 -3.290
H -1.860 3.397 -1.376
H 1.592 -2.299 -2.192
H 0.787 0.967 4.051
H -0.568 1.973 3.771
H 1.559 5.166 -2.730
N -2.236 -1.324 -2.869
H 3.941 0.125 2.954
H 0.548 2.264 5.202
C 0.017 1.541 4.585
H 2.191 -2.815 -0.599
C 0.439 -3.932 -1.379
H 1.773 -5.008 -2.564
C -2.009 -1.305 2.858
O -0.419 -3.773 -2.527
C 0.334 1.412 0.878
H 0.057 0.471 1.359
H 4.971 2.171 2.620
H -2.948 -1.913 -3.268
O -1.456 -0.230 -1.052
O -1.719 -2.563 2.201
H 0.879 1.145 -0.031
O -0.723 0.643 5.421
O -0.878 2.115 0.580
H 0.963 2.859 -1.445
C 1.634 3.280 -2.193
H -2.542 -3.061 2.194
H -3.166 -2.907 -1.053
C 1.230 -5.190 -1.632
N -2.637 -2.122 -0.719
H -1.365 1.479 0.041
H -2.368 -2.087 0.254
H -2.020 -0.502 -3.410
H 0.922 2.049 1.532
H -2.496 4.660 -2.371
C 1.296 -2.689 -1.218
H 2.578 3.522 -1.707
H -0.816 -2.897 -2.504
H 5.043 1.222 1.138
O -1.628 3.085 -3.442
H 3.764 2.437 1.341
H 0.564 -6.038 -1.772
H 1.961 -5.378 -0.849
H 0.757 -1.901 -0.679
C -2.090 -1.161 -1.515
H -1.092 -0.727 2.864

No. 2
60
Properties=species:S:1:pos:R:3 method="wB97M-V/def2-TZVPD" e_homo_ha=-0.1759 e_tot_ha=-1191.0109 max_force_ev_per_a=2.5 charge=-1
H -2.199 0.942 -3.855
H -0.085 2.505 3.439
H -2.946 2.271 0.320
O -2.006 -1.734 -3.327
C 2.073 -1.775 -0.719
H -2.217 -2.294 1.335
H -3.941 -1.427 -0.056
N -0.027 2.788 1.351
H -2.513 2.331 -3.341
H -3.308 -0.158 0.893
N 0.761 -1.621 -1.226
O -1.795 1.707 -3.446
H 4.344 0.802 3.688
O -4.942 -1.158 -2.950
H 0.219 3.760 1.472
O 2.351 1.441 4.078
C 3.745 1.454 4.324
H 1.514 -2.612 1.174
H -2.298 -1.214 -2.579
H 0.136 -1.778 -0.449
O 4.442 -1.818 -1.181
C -3.081 -0.761 0.014
H -0.251 0.132 3.352
H 2.980 -2.613 -2.528
H -1.036 2.775 1.357
H -2.455 -1.347 -4.078
C -1.986 -1.631 0.502
H -4.114 -1.194 -2.470
H -0.165 2.002 -0.263
H 4.085 2.490 4.307
H 1.999 3.246 3.014
H 1.543 -3.786 -0.015
H 3.952 1.015 5.300
C 3.140 -1.815 -1.802
H -1.127 0.769 2.029
H 3.091 -3.226 0.597
H 3.060 -0.974 -2.490
O -5.321 1.286 -1.321
H -5.212 2.140 -0.901
H 5.852 -2.857 -2.581
H -1.663 -2.307 -0.290
O -0.322 1.581 -1.108
O -2.723 0.071 -1.038
H -1.038 -1.140 0.723
H 2.503 1.866 2.082
C -0.109 0.630 2.393
C 5.559 -1.938 -2.072
H -4.468 0.862 -1.226
O -3.052 2.914 1.021
H 2.276 -0.918 -0.076
C 0.352 2.031 2.561
H -3.653 3.565 0.659
H 0.572 -2.538 -1.605
H 5.289 -1.229 -2.855
H 6.347 -1.510 -1.452
H -1.120 1.068 -0.976
H 0.416 0.090 1.606
H -5.416 -0.426 -2.555
C 2.095 -2.899 0.297
C 1.897 2.164 2.938